9 unconnected molecules or ions with the total composition C43H112N8O13 at a distorted geometry, computed with the ωB97M-V functional and the def2-TZVPD basis.

Each atom is followed by the atoms it is bonded to, with distances in Å.
CARTESIAN COORDINATES (ANGSTROEM)
1 O 1.492 -8.900 -2.187  C43 1.449, C45 1.397
2 O 10.212 -9.005 7.556  C47 1.434, C60 1.408
3 O 1.950 0.263 8.320  C29 1.385, C40 1.450
4 O -9.359 0.421 3.801  C25 1.416, C27 1.405
5 O 8.294 -5.885 3.997  C35 1.445, C63 1.401
6 O -10.150 -2.833 -6.015  C39 1.417, C51 1.455
7 O 7.034 7.719 -5.414  C48 1.433, C56 1.401
8 O -3.933 1.313 -8.670  C26 1.427, C42 1.446
9 O -6.910 3.747 -6.887  C30 1.417, C37 1.414
10 O 4.215 11.601 1.673  C49 1.413, C57 1.424
11 O 4.418 4.349 -4.392  C28 1.399, C62 1.441
12 O 1.344 -4.018 8.531  C46 1.464, C50 1.484
13 O -2.047 -0.660 -0.925  C22 1.386, H102 0.960
14 N -4.782 3.900 -8.912  C31 1.488, C52 1.441, H166 1.010
15 N 9.512 -8.400 4.672  C32 1.485, C41 1.473, H115 1.010
16 N 1.633 9.762 -0.337  C55 1.478, H111 1.010, H117 1.010
17 N 4.124 7.026 -5.126  C54 1.448, C59 1.443, H71 1.010
18 N -7.289 -0.553 -5.283  C34 1.464, H133 1.010, H140 1.010
19 N 2.778 -11.251 -0.998  C58 1.440, H106 1.010, H170 1.010
20 N 2.111 -1.874 10.287  C36 1.452, C64 1.462, H89 1.010
21 N -12.731 2.026 3.592  C53 1.484, H149 1.010, H153 1.010
22 C -2.488 -0.498 0.379  O13 1.386, C24 1.525, C61 1.539, H122 1.090
23 C -8.977 -1.255 -3.735  C34 1.536, H95 1.090, H135 1.090, H156 1.090
24 C -3.002 0.925 0.577  C22 1.525, H129 1.090, H134 1.090, H154 1.090
25 C -8.824 -0.876 3.998  O4 1.416, H76 1.090, H91 1.090, H142 1.090
26 C -3.990 1.896 -9.971  O8 1.427, C52 1.525, H125 1.090, H139 1.090
27 C -10.761 0.498 3.847  O4 1.405, C53 1.562, H66 1.090, H93 1.090
28 C 3.150 4.909 -4.584  O11 1.399, C54 1.525, H96 1.090, H171 1.090
29 C 1.927 0.781 7.035  O3 1.385, H136 1.090, H137 1.090, H141 1.090
30 C -7.165 4.391 -8.123  O9 1.417, C31 1.606, H86 1.090, H175 1.090
31 C -5.822 4.958 -8.796  N14 1.488, C30 1.606, H147 1.090, H172 1.090
32 C 8.451 -8.255 3.642  N15 1.485, C35 1.538, H118 1.090, H174 1.090
33 C -10.877 2.842 5.017  C53 1.511, H101 1.090, H108 1.090, H116 1.090
34 C -8.288 -1.601 -5.064  N18 1.464, C23 1.536, C51 1.490, H65 1.090
35 C 8.498 -6.875 2.965  O5 1.445, C32 1.538, H68 1.090, H124 1.090
36 C 2.784 -3.155 10.409  N20 1.452, C46 1.567, H69 1.090, H113 1.090
37 C -6.444 4.576 -5.841  O9 1.414, H77 1.090, H79 1.090, H119 1.090
38 C 3.016 8.903 1.555  C55 1.513, H81 1.090, H138 1.090, H155 1.090
39 C -11.265 -2.745 -6.885  O6 1.417, H78 1.090, H145 1.090, H168 1.090
40 C 3.176 -0.047 9.027  O3 1.450, C64 1.509, H109 1.090, H152 1.090
41 C 9.323 -9.685 5.369  N15 1.473, C60 1.602, H72 1.090, H132 1.090
42 C -2.881 0.335 -8.510  O8 1.446, H82 1.090, H97 1.090, H167 1.090
43 C 1.646 -9.084 -0.759  O1 1.449, C58 1.586, H100 1.090, H159 1.090
44 C 1.715 -10.945 1.159  C58 1.547, H105 1.090, H126 1.090, H162 1.090
45 C 1.339 -7.559 -2.546  O1 1.397, H90 1.090, H143 1.090, H176 1.090
46 C 1.810 -4.271 9.896  O12 1.464, C36 1.567, H99 1.090, H148 1.090
47 C 11.381 -8.724 8.338  O2 1.434, H75 1.090, H103 1.090, H161 1.090
48 C 8.153 8.374 -4.803  O7 1.433, H110 1.090, H131 1.090, H151 1.090
49 C 5.204 12.546 1.317  O10 1.413, H67 1.090, H92 1.090, H157 1.090
50 C 2.452 -4.167 7.556  O12 1.484, H88 1.090, H112 1.090, H144 1.090
51 C -9.255 -1.700 -6.194  O6 1.455, C34 1.490, H74 1.090, H150 1.090
52 C -5.111 2.929 -9.924  N14 1.441, C26 1.525, H128 1.090, H163 1.090
53 C -11.270 1.975 3.843  N21 1.484, C27 1.562, C33 1.511, H80 1.090
54 C 3.218 6.016 -5.631  N17 1.448, C28 1.525, H73 1.090, H85 1.090
55 C 2.435 10.111 0.854  N16 1.478, C38 1.513, C57 1.572, H123 1.090
56 C 5.956 8.578 -5.667  O7 1.401, C59 1.529, H98 1.090, H146 1.090
57 C 3.612 11.087 0.490  O10 1.424, C55 1.572, H114 1.090, H127 1.090
58 C 1.658 -10.617 -0.352  N19 1.440, C43 1.586, C44 1.547, H83 1.090
59 C 4.830 7.689 -6.197  N17 1.443, C56 1.529, H107 1.090, H173 1.090
60 C 10.474 -9.862 6.469  O2 1.408, C41 1.602, H87 1.090, H158 1.090
61 C -1.308 -0.925 1.270  C22 1.539, H70 1.090, H104 1.090, H121 1.090
62 C 4.279 3.179 -3.563  O11 1.441, H120 1.090, H130 1.090, H165 1.090
63 C 7.527 -4.785 3.591  O5 1.401, H94 1.090, H160 1.090, H169 1.090
64 C 2.949 -0.680 10.378  N20 1.462, C40 1.509, H84 1.090, H164 1.090
65 H -7.796 -2.558 -4.887  C34 1.090
66 H -11.239 -0.058 3.040  C27 1.090
67 H 5.956 12.204 0.606  C49 1.090
68 H 7.666 -6.785 2.266  C35 1.090
69 H 3.718 -3.161 9.848  C36 1.090
70 H -1.043 -1.977 1.165  C61 1.090
71 H 4.831 6.553 -4.582  N17 1.010
72 H 9.479 -10.416 4.576  C41 1.090
73 H 2.226 6.434 -5.800  C54 1.090
74 H -8.684 -1.918 -7.097  C51 1.090
75 H 12.107 -8.109 7.806  C47 1.090
76 H -9.045 -1.454 3.100  C25 1.090
77 H -5.446 5.001 -5.953  C37 1.090
78 H -11.602 -3.749 -7.142  C39 1.090
79 H -7.128 5.384 -5.584  C37 1.090
80 H -10.702 2.412 3.022  C53 1.090
81 H 3.394 9.075 2.563  C38 1.090
82 H -3.231 -0.397 -7.782  C42 1.090
83 H 0.754 -11.060 -0.770  C58 1.090
84 H 3.858 -1.062 10.843  C64 1.090
85 H 3.566 5.547 -6.552  C54 1.090
86 H -7.842 5.231 -7.966  C30 1.090
87 H 11.431 -9.559 6.045  C60 1.090
88 H 1.994 -4.349 6.583  C50 1.090
89 H 1.724 -1.851 9.354  N20 1.010
90 H 0.482 -7.067 -2.084  C45 1.090
91 H -7.738 -0.829 4.074  C25 1.090
92 H 5.712 12.834 2.237  C49 1.090
93 H -11.140 0.075 4.777  C27 1.090
94 H 6.460 -4.950 3.440  C63 1.090
95 H -9.632 -2.043 -3.363  C23 1.090
96 H 2.782 5.347 -3.657  C28 1.090
97 H -2.611 -0.182 -9.431  C42 1.090
98 H 5.734 9.107 -4.740  C56 1.090
99 H 0.930 -4.200 10.535  C46 1.090
100 H 2.535 -8.552 -0.420  C43 1.090
101 H -11.028 2.426 6.013  C33 1.090
102 H -2.722 -0.384 -1.549  O13 0.960
103 H 11.852 -9.666 8.622  C47 1.090
104 H -1.634 -0.775 2.299  C61 1.090
105 H 2.020 -11.991 1.196  C44 1.090
106 H 2.729 -11.089 -1.993  N19 1.010
107 H 4.160 8.318 -6.784  C59 1.090
108 H -11.373 3.811 4.964  C33 1.090
109 H 3.647 -0.755 8.344  C40 1.090
110 H 7.834 9.224 -4.200  C48 1.090
111 H 1.215 10.628 -0.646  N16 1.010
112 H 3.103 -5.011 7.783  C50 1.090
113 H 3.067 -3.325 11.448  C36 1.090
114 H 4.218 10.541 -0.234  C57 1.090
115 H 9.384 -7.787 5.464  N15 1.010
116 H -9.841 3.176 4.951  C33 1.090
117 H 2.322 9.520 -1.036  N16 1.010
118 H 7.464 -8.233 4.104  C32 1.090
119 H -6.334 3.858 -5.028  C37 1.090
120 H 5.248 2.765 -3.281  C62 1.090
121 H -0.407 -0.329 1.123  C61 1.090
122 H -3.346 -1.164 0.469  C22 1.090
123 H 1.727 10.650 1.483  C55 1.090
124 H 9.465 -6.802 2.467  C35 1.090
125 H -4.169 1.125 -10.721  C26 1.090
126 H 0.783 -10.811 1.708  C44 1.090
127 H 3.180 11.967 0.013  C57 1.090
128 H -6.060 2.504 -9.598  C52 1.090
129 H -2.192 1.643 0.703  C24 1.090
130 H 3.728 3.486 -2.675  C62 1.090
131 H 8.863 8.728 -5.551  C48 1.090
132 H 8.327 -9.848 5.782  C41 1.090
133 H -7.917 0.224 -5.432  N18 1.010
134 H -3.561 1.119 1.492  C24 1.090
135 H -8.235 -1.212 -2.938  C23 1.090
136 H 2.592 1.645 7.038  C29 1.090
137 H 0.987 1.144 6.618  C29 1.090
138 H 3.841 8.577 0.922  C38 1.090
139 H -3.036 2.317 -10.290  C26 1.090
140 H -6.780 -0.765 -6.129  N18 1.010
141 H 2.416 0.032 6.412  C29 1.090
142 H -9.315 -1.365 4.839  C25 1.090
143 H 1.128 -7.433 -3.608  C45 1.090
144 H 3.066 -3.266 7.562  C50 1.090
145 H -12.053 -2.295 -6.280  C39 1.090
146 H 6.319 9.348 -6.348  C56 1.090
147 H -6.137 5.261 -9.795  C31 1.090
148 H 2.298 -5.240 9.995  C46 1.090
149 H -13.074 2.976 3.579  N21 1.010
150 H -9.766 -0.742 -6.296  C51 1.090
151 H 8.644 7.695 -4.106  C48 1.090
152 H 3.828 0.826 9.053  C40 1.090
153 H -13.231 1.683 4.399  N21 1.010
154 H -3.523 1.330 -0.290  C24 1.090
155 H 2.278 8.101 1.579  C38 1.090
156 H -9.589 -0.353 -3.733  C23 1.090
157 H 4.763 13.498 1.019  C49 1.090
158 H 10.584 -10.900 6.782  C60 1.090
159 H 0.753 -8.694 -0.269  C43 1.090
160 H 7.386 -4.241 4.526  C63 1.090
161 H 11.110 -8.126 9.208  C47 1.090
162 H 2.417 -10.265 1.643  C44 1.090
163 H -5.183 3.423 -10.893  C52 1.090
164 H 2.382 0.059 10.944  C64 1.090
165 H 3.684 2.377 -4.000  C62 1.090
166 H -4.639 3.411 -8.040  N14 1.010
167 H -1.957 0.863 -8.275  C42 1.090
168 H -11.043 -2.191 -7.797  C39 1.090
169 H 8.031 -4.201 2.821  C63 1.090
170 H 2.477 -12.209 -0.893  N19 1.010
171 H 2.412 4.149 -4.841  C28 1.090
172 H -5.485 5.781 -8.166  C31 1.090
173 H 5.260 6.903 -6.817  C59 1.090
174 H 8.451 -9.143 3.011  C32 1.090
175 H -7.664 3.662 -8.761  C30 1.090
176 H 2.242 -7.016 -2.268  C45 1.090

Computed properties:
DFT total energy   -3121.2668 a.u.
Maximum force   3.5 eV/Å
Gap between HOMO and LUMO   0.329 hartree
SMILES   COC[C@H](C)N.COC[C@H](C)N.COC[C@H](C)N.COC[C@H](C)N.COCCNCCOC.COCCNCCOC.COCCNCCOC.COCCNCCOC.CC(C)O
Total charge   0
LUMO level   0.50 eV
Energy relative to the best compared isomer or geometry (same formula, charge and spin)   221.6 kJ/mol
HOMO energy   -8.4 eV

Löwdin atomic charge list, values in e, 2 entries: atom 1 (O): -0.1990, atom 2 (O): -0.2051